Record 1
Formula: C31H34MnN7O3SSi2
Source: OMol25
Level of theory: the ωB97M-V functional and the def2-TZVPD basis

```
79
Properties=species:S:1:pos:R:3:forces:R:3:lowdin_charge:R:1
Mn 0.45616 -0.17935 -1.36929 -2.56 -2.15 0.93 0.464
S 0.20964 -0.14439 0.94780 -0.45 0.60 1.15 0.865
C 1.04368 -1.69916 0.62652 0.49 -0.61 0.52 -0.538
C 1.38615 -2.68930 1.52675 -0.01 0.17 -0.11 -0.025
C 1.94199 -3.86268 1.02468 -0.04 0.16 -0.22 0.010
C 2.13152 -3.99276 -0.34388 -0.11 0.09 0.15 0.004
C 1.76494 -2.94307 -1.17150 0.12 -0.04 -0.03 -0.065
N 1.24033 -1.81681 -0.69287 0.45 -0.79 0.97 -0.088
H 1.20623 -2.57115 2.57976 -0.01 0.06 0.19 0.110
H 2.21175 -4.66399 1.69488 0.03 -0.07 0.07 0.134
H 2.54666 -4.89234 -0.76981 0.05 -0.06 -0.02 0.129
H 1.89705 -3.00020 -2.24511 -0.02 0.02 -0.01 0.135
O 1.88041 3.17638 -7.17833 0.32 0.31 -0.46 0.169
N 1.00276 2.62061 -6.58822 0.27 -0.28 0.51 -0.352
O -0.12156 2.38480 -6.96275 -0.51 -0.01 -0.41 0.114
C 1.32309 2.10910 -5.24609 0.60 -0.40 0.46 -0.055
C 2.56480 1.60284 -5.01872 -0.38 0.32 -0.38 0.108
C 2.92011 1.08303 -3.73968 -0.72 -0.11 0.50 -0.092
C 4.23555 0.78008 -3.35303 -0.18 -0.08 0.31 0.068
C 4.48724 0.43858 -2.03711 -0.01 0.12 -0.32 0.024
C 3.42843 0.31614 -1.14232 -0.18 0.00 0.05 -0.051
N 2.16619 0.54155 -1.49416 1.80 0.89 -0.61 -0.019
C 1.90271 0.95818 -2.75746 1.45 0.62 -0.76 -0.142
C 0.58353 1.46806 -3.02091 -0.34 1.25 -1.06 -0.174
N -0.31914 1.39691 -2.01070 -0.59 1.83 -1.10 0.001
C -1.44133 2.10088 -2.09995 0.27 -0.42 0.28 -0.043
C -1.75041 2.86679 -3.22157 0.33 0.10 -0.41 0.026
C -0.90593 2.85940 -4.31505 -0.34 -0.04 0.39 0.066
C 0.30527 2.14489 -4.23616 0.21 -0.45 0.40 -0.063
H 3.31159 1.63890 -5.80107 -0.02 0.07 -0.08 0.153
H 5.03523 0.85177 -4.07368 0.14 0.04 -0.06 0.145
H 5.49522 0.26510 -1.69706 0.09 -0.06 0.04 0.133
H 3.60063 0.02386 -0.11446 -0.02 -0.10 0.03 0.136
H -2.11641 2.04092 -1.25652 -0.06 -0.05 0.01 0.129
H -2.65487 3.45228 -3.22992 -0.12 0.03 -0.03 0.133
H -1.16542 3.40412 -5.21084 0.01 0.03 0.02 0.135
C 2.41708 1.11325 3.34829 -0.29 0.52 -0.41 -0.157
Si 1.06425 1.90293 2.28696 -0.21 -0.64 -0.48 0.752
C 1.48465 3.01168 0.80728 -0.04 -0.34 0.58 -0.161
C -0.62875 2.30762 3.01999 0.45 -0.41 -0.16 -0.301
C -0.73946 3.59272 3.57098 0.26 -0.27 -0.24 -0.083
C -1.92021 4.04260 4.13110 -0.10 -0.10 0.01 -0.029
C -3.01518 3.19649 4.16355 0.04 0.04 0.03 -0.027
C -2.92294 1.92114 3.63327 0.12 -0.26 -0.21 -0.084
C -1.74813 1.44699 3.04060 0.34 -0.50 -0.11 -0.288
Si -1.86456 -0.29224 2.25879 0.40 0.13 -0.55 0.703
C -3.18365 -0.26158 0.89568 0.18 -0.18 0.62 -0.160
C -1.52705 -1.86500 3.24675 -0.24 0.58 -0.36 -0.157
H 2.47404 1.63586 4.30392 -0.08 0.10 0.07 0.053
H 3.39926 1.20577 2.88482 -0.01 0.03 -0.12 0.043
H 2.25111 0.06078 3.57383 -0.23 0.00 -0.07 0.033
H 2.13329 3.83001 1.11147 0.14 0.12 0.14 0.053
H 0.58767 3.45950 0.38076 -0.15 -0.08 0.14 0.044
H 1.99607 2.47277 0.01359 0.10 -0.10 0.10 0.001
H 0.11177 4.25640 3.56017 0.16 0.19 -0.01 0.112
H -1.98543 5.04024 4.53759 0.01 0.06 0.04 0.128
H -3.94359 3.52946 4.59694 -0.13 0.03 0.09 0.126
H -3.78940 1.28028 3.67842 -0.26 -0.08 0.01 0.112
H -3.73661 -1.19813 0.88183 0.03 -0.13 -0.04 0.049
H -2.72584 -0.12469 -0.08464 0.07 0.02 0.08 0.005
H -3.90427 0.53753 1.05206 0.03 0.17 0.15 0.046
H -2.35294 -2.06583 3.92432 -0.22 0.05 0.11 0.053
H -0.62963 -1.81618 3.85975 0.07 0.22 0.02 0.039
H -1.45164 -2.71340 2.56908 -0.03 0.02 -0.14 0.034
C -2.94861 -3.45780 -4.42999 -0.36 -0.10 -0.46 0.016
N -2.29772 -2.83073 -3.30688 0.18 0.06 -0.03 -0.076
C -2.52754 -3.28222 -1.95996 -0.18 -0.23 0.40 0.002
C -1.64279 -2.34558 -1.16994 -0.02 -0.10 0.16 -0.445
O -1.45036 -2.35860 0.02735 -0.29 -0.33 -0.10 0.003
N -1.07351 -1.44451 -2.03933 0.22 0.49 -0.15 0.106
C -1.49223 -1.77851 -3.28779 -0.01 -0.05 0.02 -0.348
N -1.09587 -1.12697 -4.38133 -0.06 -0.03 0.06 0.256
H -3.06362 -4.52128 -4.22240 0.05 0.06 -0.02 0.112
H -2.35940 -3.36392 -5.33941 0.06 0.01 0.00 0.098
H -3.93913 -3.02936 -4.59503 0.03 -0.02 -0.04 0.114
H -2.25172 -4.33159 -1.81730 0.07 0.11 -0.02 0.160
H -3.57852 -3.18015 -1.66665 0.09 0.07 0.01 0.161
H -0.51617 -0.30742 -4.30347 -0.10 -0.09 -0.01 0.089
H -1.44561 -1.36529 -5.29452 -0.04 0.00 0.00 0.129
```
Forces are in eV/Å.

As for the total charge: +3. Its spin multiplicity is 2. Its lowest unoccupied orbital energy (spin up / spin down) is -8.89 / -9.23 eV. As for the expectation value of S²: 1.1176. Its HOMO energy (spin up / spin down) is -16.84 / -16.56 eV.

Record 2
Formula: C8H9NO3
Source: OMol25
Level of theory: the ωB97M-V functional and the def2-TZVPD basis

```
21
Properties=species:S:1:pos:R:3:forces:R:3:lowdin_charge:R:1
C -2.68956 0.50645 -1.98848 0.50 -0.30 0.37 -0.042
C -1.92157 -0.02104 -0.74423 0.52 -3.05 -2.73 -0.239
C 0.14524 0.05341 0.08253 1.81 0.27 1.27 -0.301
C -0.20286 -0.73959 1.15050 -2.70 -2.16 2.53 -0.027
C 0.63901 -1.21681 2.19462 1.34 0.51 -2.40 -0.038
C 2.03071 -0.96938 1.99605 -1.94 -1.69 1.22 -0.062
C 2.32336 -0.15308 0.90700 2.49 -0.82 0.96 -0.029
C 1.48389 0.35634 -0.03824 -0.34 0.72 1.19 -0.087
H -2.47541 1.61549 -2.02267 -0.03 -1.31 -0.54 0.103
H -2.51136 -0.10317 -2.92777 0.37 1.18 1.05 0.096
H -3.74885 0.41736 -1.82994 -0.57 -0.05 0.27 0.052
H -1.56526 -1.15838 -0.70958 -1.67 1.70 -0.99 0.158
H -2.44788 0.01759 0.16860 -0.68 1.09 1.10 0.092
H -1.28783 -1.09197 1.25672 1.80 0.84 -0.10 0.125
H 0.25821 -1.86488 2.98762 0.05 0.39 -0.30 0.107
H 2.73185 -1.59219 2.67549 -0.70 1.87 -1.43 0.137
H 3.35374 0.08142 0.80482 0.79 0.36 -0.30 0.111
N 1.98078 1.44746 -0.85030 3.53 2.09 -2.36 -0.277
O -0.66129 0.59616 -0.76402 -1.62 1.03 -0.86 -0.002
O 3.17709 1.30434 -1.27721 -2.85 -0.23 1.11 0.032
O 1.38799 2.51448 -1.07150 -0.09 -2.45 0.93 0.091
```
Forces are in eV/Å.

Its lowest unoccupied orbital energy is -0.48 eV. Its HOMO energy is -9.32 eV. Its SMILES is CCOc1ccccc1[N+](=O)[O-].

Record 3
Formula: C31H92N4O13
Source: OMol25
Level of theory: the ωB97M-V functional and the def2-TZVPD basis

```
140
Properties=species:S:1:pos:R:3:forces:R:3:lowdin_charge:R:1
C 1.96785 3.93836 -1.92186 1.80 -0.64 -0.05 -0.032
C 3.26938 3.07880 -2.07348 -1.08 -1.21 -0.80 -0.459
C 2.96168 1.63024 -2.60454 0.28 0.15 0.48 -0.052
O 4.15031 3.68198 -2.98333 0.63 0.72 -0.43 -0.054
H 1.61150 4.11081 -2.93743 -0.52 -0.26 0.11 0.065
H 2.24900 4.91869 -1.53715 -0.13 -0.06 0.25 0.075
H 1.29312 3.40909 -1.24902 -0.35 0.27 -0.21 0.061
H 3.84996 3.00610 -1.15384 -0.38 0.02 0.22 0.114
H 3.87133 1.07339 -2.82943 0.40 0.23 0.29 0.080
H 2.43611 1.59046 -3.55863 -0.39 0.54 -0.02 0.061
H 2.41900 0.99492 -1.90455 -0.22 0.23 0.08 0.053
H 4.02583 3.30978 -3.85944 -0.10 0.01 -0.03 0.083
C -5.45336 4.27057 -2.65777 0.57 0.50 0.97 -0.034
C -4.35778 3.94791 -1.52728 -4.55 0.93 -0.09 -0.440
C -4.97873 3.61522 -0.10653 1.56 0.34 -1.90 -0.025
O -3.77863 2.78820 -2.01566 1.51 -0.37 0.30 -0.082
H -6.02790 5.18297 -2.49804 0.20 0.22 0.13 0.067
H -6.20061 3.48773 -2.78772 0.24 -0.35 0.37 0.067
H -4.92681 4.35560 -3.60835 0.04 0.15 -0.09 0.061
H -3.70062 4.81160 -1.42585 0.43 -0.16 -0.11 0.130
H -5.40477 4.46873 0.42082 -0.03 -0.03 -0.27 0.076
H -4.03172 3.33280 0.35337 -0.42 -0.48 0.90 0.064
H -5.67868 2.78845 -0.22746 0.11 0.01 0.31 0.073
H -3.33432 3.11528 -2.80129 0.58 -0.60 -0.70 0.064
C -0.11592 2.55361 -5.44446 -1.05 1.03 -0.60 -0.040
C -1.68326 2.73188 -5.53715 1.83 0.28 -1.29 -0.469
C -2.31720 1.35455 -5.65883 0.09 1.12 0.89 -0.042
O -2.17469 3.65995 -4.58634 -0.70 -0.75 1.62 -0.056
H 0.31667 3.48462 -5.81078 0.25 0.18 0.17 0.070
H 0.22380 1.80454 -6.15971 -0.04 -0.22 0.28 0.077
H 0.26914 2.38464 -4.43884 -0.27 -0.27 0.02 0.056
H -1.92896 3.27954 -6.44699 0.47 -0.49 -0.76 0.128
H -3.38974 1.47578 -5.81065 0.01 -0.50 -0.02 0.083
H -2.06438 0.77051 -4.77391 -0.35 -0.22 0.05 0.073
H -1.79507 0.91892 -6.51071 -0.48 -0.20 -0.05 0.083
H -1.62694 4.44802 -4.60888 0.09 -0.02 -0.07 0.096
C -0.26870 4.23546 2.64199 -0.19 -0.32 -0.27 -0.048
C -0.91783 3.67686 3.87924 -0.10 1.77 1.07 -0.432
C -2.36391 3.23320 3.71951 0.69 -0.51 -1.02 -0.232
O -3.12081 3.20753 4.89145 0.08 -0.36 0.62 -0.172
C -4.40151 2.61123 4.67988 0.33 0.32 0.74 -0.083
N -0.01823 2.68557 4.47460 -1.01 0.70 -0.02 0.064
H -0.13254 3.45026 1.89832 -0.13 0.06 -0.33 0.064
H 0.72906 4.57701 2.91750 -0.12 0.28 -0.15 0.074
H -0.88135 5.05181 2.25950 0.24 0.00 -0.29 0.087
H -0.97655 4.54124 4.54068 0.20 0.05 0.52 0.142
H -2.18755 2.24115 3.30378 -0.86 -0.62 -0.31 0.119
H -2.91345 3.84998 3.00839 0.20 0.12 -0.46 0.121
H -5.05920 2.99139 5.46157 -0.08 0.34 -0.23 0.088
H -4.39681 1.53645 4.86129 0.32 -0.24 -0.47 0.084
H -4.75856 2.86453 3.68165 -0.26 -0.13 0.02 0.082
H -0.47716 2.47179 5.34856 0.34 -0.51 0.43 0.087
H -0.10111 1.86968 3.88507 0.32 -0.81 0.04 0.035
C 6.20731 -2.95027 1.08131 -0.75 -0.54 0.37 -0.062
C 5.63203 -4.35032 0.69927 1.53 0.22 -1.56 -0.374
C 5.00333 -4.41273 -0.75383 -1.20 0.27 0.87 -0.172
O 3.80738 -3.59442 -0.98047 0.05 0.18 0.33 -0.229
C 2.56375 -3.86203 -0.21602 2.65 0.04 -0.36 -0.062
N 6.78957 -5.31292 0.81218 -1.12 0.34 0.25 0.023
H 7.03923 -2.56354 0.49272 -0.29 -0.34 -0.73 0.074
H 6.67077 -2.99924 2.06665 -0.41 -0.19 0.26 0.066
H 5.39087 -2.22828 1.09741 0.12 0.23 -0.03 0.053
H 4.82949 -4.65976 1.36881 0.29 0.08 0.35 0.119
H 4.75646 -5.44447 -1.00411 -0.16 -0.39 0.36 0.106
H 5.72489 -4.14600 -1.52605 0.00 0.58 0.13 0.116
H 2.28554 -4.89310 -0.43413 -0.41 0.17 0.20 0.063
H 1.82532 -3.10304 -0.47444 0.10 -0.26 -0.46 0.076
H 2.79978 -3.70112 0.83588 -0.23 -0.35 0.25 0.073
H 7.32610 -5.37197 -0.04148 0.00 0.21 -0.19 0.060
H 6.47615 -6.25056 1.01882 -0.13 -0.09 -0.02 0.058
C 0.17619 -2.02724 2.21986 -1.28 1.83 -0.72 -0.025
C 0.67727 -0.56843 1.85279 -0.67 -0.23 0.65 -0.361
C -0.31531 0.38450 1.06144 0.95 -2.39 -1.01 -0.122
O -0.35592 -0.27069 -0.25623 -0.01 0.49 0.39 -0.207
C -0.92767 0.49423 -1.29719 0.01 0.99 0.38 -0.111
N 0.93126 0.07148 3.14320 -0.12 0.17 0.22 0.038
H -0.06703 -2.65460 1.36233 0.54 -0.05 -0.07 0.055
H -0.79897 -1.83688 2.66814 -0.18 -0.21 0.36 0.066
H 0.78401 -2.50166 2.99032 0.27 -0.02 -0.34 0.063
H 1.57552 -0.67103 1.24394 0.10 0.16 -0.09 0.101
H 0.02823 1.41609 0.98473 0.67 0.00 -0.15 0.094
H -1.29070 0.48349 1.53779 -0.35 -0.55 -0.04 0.113
H -0.36652 1.40451 -1.50841 0.24 0.60 0.62 0.064
H -1.94146 0.77993 -1.01669 -0.23 -0.03 -0.42 0.084
H -0.86453 0.07564 -2.30162 -0.31 -1.16 0.37 0.069
H 1.72110 0.69385 3.04869 -0.04 0.26 -0.24 0.042
H 1.28481 -0.60748 3.80208 -0.38 -0.21 0.16 0.038
C -0.34621 -3.89262 -2.71099 0.66 -0.33 -1.04 -0.051
C -0.32804 -3.53287 -4.25453 -3.72 0.22 2.33 -0.396
C -1.80412 -3.04186 -4.52485 0.80 -0.74 -0.30 -0.198
O -2.76287 -4.10077 -4.33662 -0.06 1.69 -0.60 -0.189
C -4.09212 -3.54133 -4.30367 -0.32 -2.41 1.51 -0.111
N 0.63489 -2.49581 -4.46586 1.41 0.04 -0.36 0.032
H -0.50814 -2.97016 -2.15336 0.27 0.18 -0.01 0.069
H 0.65743 -4.28418 -2.54521 0.05 -0.03 0.66 0.059
H -1.08128 -4.59380 -2.31587 -0.05 -0.23 -0.57 0.070
H -0.10987 -4.38040 -4.90429 0.06 -0.01 0.15 0.139
H -1.86466 -2.64856 -5.53962 -0.16 0.13 -0.19 0.116
H -2.07904 -2.26639 -3.80989 0.32 0.39 0.06 0.106
H -4.57106 -3.17895 -5.21328 0.68 0.25 -0.20 0.090
H -4.31533 -2.95058 -3.41526 0.75 1.09 -0.23 0.076
H -4.65180 -4.41021 -3.95741 -0.44 -0.36 -0.66 0.082
H 0.59905 -1.70305 -3.84108 -1.24 0.41 0.14 0.061
H 1.44039 -2.90801 -4.01714 1.02 -0.23 -0.60 0.063
C -0.06523 -6.13320 0.51134 -0.79 0.42 1.30 -0.149
O -0.12159 -6.82565 1.76683 0.72 -0.28 -0.06 -0.129
H 0.01850 -5.06375 0.70466 0.07 0.22 -0.16 0.053
H 0.82726 -6.42036 -0.04462 -0.46 -0.45 -0.04 0.071
H -1.04010 -6.30550 0.05524 0.39 -0.04 -0.89 0.080
H -0.68736 -6.34544 2.37585 -0.03 0.09 -0.13 0.070
C 3.67162 0.85315 0.72421 -0.58 -0.95 0.63 -0.127
O 3.33111 0.95159 2.09425 0.81 -0.31 0.85 -0.150
H 4.60744 1.34218 0.45367 -0.49 0.69 -0.24 0.094
H 3.87567 -0.19951 0.52828 -0.03 -0.21 0.07 0.073
H 2.71252 1.04753 0.24419 0.65 0.67 -1.07 0.066
H 3.48103 1.81324 2.49008 0.13 0.51 -0.22 0.064
C 3.24921 2.94050 5.29136 0.18 -0.59 -0.57 -0.140
O 2.74180 3.43976 4.03538 1.50 0.34 0.67 -0.153
H 2.42391 2.56876 5.89864 0.16 -0.32 -0.06 0.072
H 4.01283 2.19746 5.06147 -0.45 -0.81 -0.06 0.064
H 3.87086 3.55978 5.93801 -0.54 1.33 -0.39 0.067
H 1.79813 3.26405 4.02137 -0.72 -0.22 0.48 -0.010
C -5.79615 0.18954 -2.99347 -0.23 -1.04 0.74 -0.163
O -5.30741 0.50188 -1.71791 0.57 0.30 0.42 -0.134
H -5.22168 -0.60757 -3.46538 0.41 0.03 -0.24 0.052
H -6.73347 -0.29069 -2.71256 -0.65 0.42 -1.08 0.082
H -5.79912 1.06513 -3.64265 -0.60 -0.09 -0.12 0.076
H -4.76283 1.28402 -1.83316 0.49 0.25 0.28 0.007
C 3.26193 -1.91201 4.80910 0.38 -0.43 -0.92 -0.164
O 2.17409 -2.59718 5.34173 -1.14 -0.81 0.86 -0.124
H 3.61996 -1.15119 5.50268 0.10 0.07 -0.22 0.088
H 4.01615 -2.66280 4.57343 0.62 0.47 0.05 0.085
H 2.92023 -1.51927 3.85145 0.57 0.60 -0.02 0.052
H 2.41173 -3.52715 5.35920 -0.33 0.04 0.19 0.079
C -1.87710 -1.59072 5.62403 0.47 -1.06 -1.79 -0.215
O -2.10490 -1.21065 6.90776 -0.42 1.20 2.29 -0.096
H -1.13361 -2.38759 5.64255 0.17 -0.10 -0.31 0.076
H -2.78799 -2.00387 5.19079 -0.13 0.01 -0.27 0.078
H -1.50048 -0.79404 4.98251 0.02 0.08 -0.09 0.066
H -1.98080 -0.26224 6.98965 -0.08 -0.09 0.14 0.078
```
Forces are in eV/Å.

Its lowest unoccupied orbital energy is 0.33 eV. Its HOMO energy is -9.27 eV.

Energy relative to the best compared isomer or geometry (same formula, charge and spin)? In order: 231.4, 512.3, 262.0 kJ/mol.